[1]
The following is a quantum chemistry calculation of the molecule C21H20ClN5O, from the Open Molecules 2025 dataset.

**Molecular weight**: 393.88 g/mol
**Multiplicity**: 1
**Gap between HOMO and LUMO**: 0.32472 Ha
**Net charge**: 0
**SMILES**: C=CCn1cc(-c2n[nH]c3c2CN(C(=O)C2(c4ccccc4Cl)CC2)C3)cn1
**Electronic energy**: -44120.5737 eV
**ΔE to the lowest compared entry with this formula, charge and spin**: 165.8 kJ/mol

Element x y z (Å)
C1 -6.135 1.913 1.601
C2 -5.931 2.183 0.321
C3 -5.359 3.477 -0.171
N1 -4.155 3.264 -0.957
C4 -3.091 2.498 -0.638
C5 -2.168 2.654 -1.649
C6 -0.864 2.017 -1.755
N2 -0.055 2.267 -2.779
N3 1.051 1.519 -2.565
C7 0.948 0.813 -1.425
C8 -0.258 1.095 -0.871
C9 -0.446 0.339 0.399
N4 0.829 -0.408 0.480
C10 1.124 -1.026 1.652
O1 0.350 -0.964 2.594
C11 2.459 -1.733 1.782
C12 2.997 -2.520 0.630
C13 4.236 -2.246 0.057
C14 4.724 -2.983 -1.011
C15 3.967 -4.018 -1.539
C16 2.732 -4.316 -0.987
C17 2.264 -3.575 0.087
Cl1 0.717 -3.987 0.761
C18 3.407 -1.044 2.743
C19 2.709 -2.298 3.157
C20 1.745 -0.181 -0.655
C21 -2.785 3.554 -2.543
N5 -3.982 3.917 -2.116
H1 -6.566 0.974 1.921
H2 -5.880 2.630 2.373
H3 -6.181 1.452 -0.442
H4 -6.052 3.986 -0.839
H5 -5.145 4.142 0.669
H6 -3.076 1.906 0.263
H7 1.801 1.559 -3.230
H8 -0.559 0.969 1.284
H9 -1.289 -0.357 0.385
H10 4.823 -1.425 0.449
H11 5.691 -2.743 -1.434
H12 4.335 -4.597 -2.375
H13 2.126 -5.123 -1.376
H14 4.467 -1.088 2.538
H15 3.059 -0.115 3.173
H16 1.887 -2.218 3.853
H17 3.293 -3.207 3.194
H18 1.927 -1.096 -1.224
H19 2.710 0.204 -0.314
H20 -2.398 3.935 -3.473

=====

[2]
The following is a quantum chemistry calculation of a structure of composition C12H26AuN5O3S2, from the Open Molecules 2025 dataset.

**Molecular weight**: 549.47 g/mol
**Multiplicity**: 3
**Gap between HOMO and LUMO (spin up / spin down)**: 0.32849 / 0.20085 Ha
**Net charge**: +2
**Electronic energy**: -51804.2255 eV

Element x y z (Å)
Au1 -0.632 -1.545 0.565
N1 -0.406 -3.734 1.043
C1 -0.964 -4.720 0.088
C2 -2.422 -4.427 -0.262
C3 -2.514 -3.295 -1.278
O1 -3.185 -3.667 -2.302
O2 -2.014 -2.180 -1.155
H1 0.590 -3.905 1.155
H2 -0.812 -3.876 1.966
H3 -0.908 -5.723 0.511
H4 -0.344 -4.711 -0.809
H5 -2.995 -4.092 0.608
H6 -2.908 -5.323 -0.647
C4 4.953 0.195 -0.120
C5 3.947 0.166 0.965
N2 4.114 0.587 2.176
N3 2.924 0.359 2.793
C6 2.021 -0.204 1.999
S1 0.420 -0.581 2.488
N4 2.661 -0.339 0.818
N5 2.099 -0.901 -0.327
H7 5.844 0.694 0.251
H8 4.577 0.741 -0.986
H9 5.229 -0.814 -0.431
H10 2.804 0.618 3.760
H11 2.821 -1.415 -0.819
H12 1.748 -0.134 -0.904
C7 -1.138 2.879 -2.994
C8 -2.320 2.307 -2.222
C9 -2.101 0.905 -1.652
S2 -0.959 0.810 -0.269
O3 0.382 1.286 -0.663
C10 -1.706 1.916 0.956
C11 -0.982 3.261 1.046
C12 0.295 3.222 1.876
H13 -1.406 3.847 -3.415
H14 -0.862 2.225 -3.823
H15 -0.260 3.014 -2.364
H16 -3.181 2.212 -2.888
H17 -2.638 2.991 -1.431
H18 -1.692 0.217 -2.395
H19 -3.023 0.467 -1.261
H20 -1.688 1.384 1.907
H21 -2.743 2.026 0.637
H22 -1.695 3.952 1.500
H23 -0.778 3.643 0.045
H24 0.098 2.819 2.872
H25 0.691 4.228 1.998
H26 1.062 2.616 1.395

=====

[3]
The following is a quantum chemistry calculation of the molecule CH3N3O4 in a non-equilibrium geometry, from the Open Molecules 2025 dataset.

**Molecular weight**: 121.05 g/mol
**Multiplicity**: 1
**Gap between HOMO and LUMO (spin up / spin down)**: 0.36487 / 0.36492 Ha
**Net charge**: 0
**SMILES**: CO/[N+]([O-])=N/[N+](=O)[O-]
**Electronic energy**: -13736.9740 eV
**ΔE to the lowest compared entry with this formula, charge and spin**: 449.7 kJ/mol

Element x y z (Å)
C1 -2.207 0.226 -0.069
O1 -0.930 0.480 0.601
N1 0.246 -0.215 0.221
O2 0.203 -0.836 -0.820
N2 1.344 0.101 0.837
N3 2.582 -0.100 0.164
O3 3.432 -0.629 0.779
O4 2.557 0.393 -0.913
H1 -2.865 0.921 0.476
H2 -2.138 0.587 -1.167
H3 -2.225 -0.927 -0.111

=====

[4]
The following is a quantum chemistry calculation of the molecule CH4ClNO2S in a non-equilibrium geometry, from the Open Molecules 2025 dataset.

**Molecular weight**: 129.57 g/mol
**Multiplicity**: 1
**Gap between HOMO and LUMO (spin up / spin down)**: 0.27935 / 0.27932 Ha
**Net charge**: 0
**Electronic energy**: -30038.5060 eV
**ΔE to the lowest compared entry with this formula, charge and spin**: 452.4 kJ/mol

Element x y z (Å)
C1 1.785 -0.203 -0.226
N1 -2.619 1.413 0.491
O1 0.371 -1.939 1.318
O2 -0.596 -0.455 -0.481
S1 0.254 -0.578 0.856
Cl1 -2.433 0.110 -0.268
H1 2.379 0.627 0.081
H2 2.242 -1.157 -0.337
H3 1.214 -0.106 -1.238
H4 -2.596 2.288 -0.196